The following is a quantum chemistry calculation of a structure of composition C31H43AsCl3CsN5O2PS, from the OMol25 dataset.

```
88
Properties=species:S:1:pos:R:3
Cs -0.23653 -0.06418 0.70588
Cl 1.79352 4.36593 6.25176
C 1.85211 3.25268 4.91841
C 0.93510 2.22166 4.84346
C 0.97758 1.36513 3.76020
Cl -0.06953 -0.02096 3.76103
C 1.85660 1.50318 2.64981
O 1.77066 0.78008 1.60407
C 2.83536 2.51944 2.86686
Cl 4.11940 2.66930 1.71505
C 2.82998 3.38078 3.94458
H 0.21184 2.06621 5.63179
H 3.59492 4.13900 4.03576
C 2.66748 0.36756 -3.25363
As 2.16680 0.80366 -1.38729
C 2.88247 2.62912 -1.49922
C 3.69682 -0.13227 -0.62223
H 3.71544 0.62152 -3.42128
H 2.05459 0.92652 -3.96232
H 2.53382 -0.69669 -3.44941
H 3.94654 2.61520 -1.74033
H 2.74294 3.15587 -0.55902
H 2.34480 3.16630 -2.28163
H 4.62456 0.16979 -1.11054
H 3.55205 -1.20617 -0.75741
H 3.75350 0.08044 0.44047
S -0.62251 -3.62250 -6.44562
C -0.32925 -2.78562 -4.88667
C 0.16152 -3.48570 -3.79491
C 0.34854 -2.79270 -2.60633
N 0.08026 -1.49947 -2.46464
C -0.38706 -0.84038 -3.51793
C -0.61393 -1.43498 -4.75072
C 0.98210 -3.31792 -7.18745
C 2.02840 -4.20370 -6.98250
C 3.24855 -3.91912 -7.58126
N 3.45941 -2.85006 -8.34121
C 2.44510 -2.01443 -8.53405
C 1.18373 -2.20150 -7.98358
H 0.39054 -4.53979 -3.86969
H 0.73665 -3.30248 -1.72962
H -0.58477 0.21651 -3.36846
H -0.99585 -0.86376 -5.58543
H 1.89700 -5.08990 -6.37747
H 4.09612 -4.58270 -7.44782
H 2.65048 -1.15366 -9.16128
H 0.38292 -1.49995 -8.17095
O -2.42726 -1.14362 0.49976
P -3.40096 -1.93077 1.29442
N -4.07483 -1.03128 2.49587
C -5.05087 -1.51236 3.47184
C -4.70676 -0.72214 4.73078
C -4.28988 0.64171 4.17043
C -3.54231 0.28459 2.88190
N -2.78932 -3.30423 2.03548
C -1.94173 -3.21117 3.22673
C -1.43188 -4.63807 3.37949
C -1.16332 -5.05977 1.92935
C -2.23212 -4.31511 1.11179
N -4.63934 -2.51592 0.35572
C -4.61541 -2.45597 -1.10570
C -4.88491 -3.89579 -1.53286
C -5.88867 -4.38339 -0.47770
C -5.55555 -3.57416 0.79472
H -4.97548 -2.59282 3.60699
H -6.07065 -1.27719 3.14332
H -3.85600 -1.18433 5.23697
H -5.53869 -0.66544 5.43150
H -3.64602 1.18987 4.85646
H -5.16461 1.25656 3.95447
H -2.47470 0.21566 3.08126
H -3.69629 1.01992 2.08954
H -2.52501 -2.87155 4.08374
H -1.09717 -2.52146 3.09387
H -2.21368 -5.26142 3.81698
H -0.54714 -4.69518 4.01150
H -1.23705 -6.13724 1.79494
H -0.16418 -4.74197 1.62909
H -3.03032 -4.98961 0.78833
H -1.80117 -3.85124 0.21833
H -3.66150 -2.05942 -1.44966
H -5.41516 -1.80112 -1.47083
H -3.96326 -4.47832 -1.48524
H -5.28218 -3.95683 -2.54541
H -5.81309 -5.45552 -0.30237
H -6.90674 -4.17055 -0.80452
H -5.07906 -4.19226 1.55795
H -6.46415 -3.14818 1.22969
```

**Net charge**: 0
**Gap between HOMO and LUMO**: 6.925 eV
**LUMO level**: -0.01 eV